# 1
{"formula": "C4H8S", "method": "wB97M-V/def2-TZVPD", "gap_ev": 9.968, "charge": 0, "de_lowest_kcal_mol": 28.6, "smiles": "CC1(S)CC1", "lumo_energy_ev": 0.9, "e_homo_ev": -9.063, "elements": ["C", "C", "S", "C", "C", "H", "H", "H", "H", "H", "H", "H", "H"], "xyz": [[0.984, -1.107, 0.286], [0.034, 0.093, 0.323], [0.515, 1.250, 1.675], [-0.544, 0.795, -1.004], [-1.353, -0.174, -0.078], [0.498, -1.930, 0.809], [2.015, -0.827, 0.571], [1.041, -1.537, -0.744], [1.478, 2.051, 0.976], [-0.442, 0.487, -2.076], [-0.529, 1.884, -0.778], [-2.242, 0.252, 0.330], [-1.455, -1.237, -0.291]], "forces_ev_per_a": [[-0.2, -0.1, -1.7], [1.6, 0.9, -1.1], [0.4, 0.8, -1.2], [0.4, -1.4, 1.1], [-0.1, 1.2, -0.4], [0.6, 0.1, 0.8], [-0.7, -0.5, 0.2], [0.0, 0.6, 0.4], [-1.3, -1.3, 0.8], [0.7, 0.2, 1.3], [-0.9, -1.0, -0.5], [-0.2, 0.2, 0.9], [-0.2, 0.3, -0.8]]}

=====

# 2
{"formula": "C6H7N5O", "method": "wB97M-V/def2-TZVPD", "gap_ev": 8.810, "charge": 0, "de_lowest_kcal_mol": 0.0, "smiles": "Cn1cnc2c(=O)nc(N)[nH]c21", "lumo_energy_ev": 0.2, "e_homo_ev": -8.644, "elements": ["C", "N", "C", "N", "C", "C", "O", "N", "C", "N", "N", "C", "H", "H", "H", "H", "H", "H", "H"], "xyz": [[-2.805, -1.576, 0.093], [-1.947, -0.493, -0.111], [-2.400, 0.794, 0.029], [-1.480, 1.723, 0.021], [-0.289, 1.011, 0.045], [1.123, 1.422, 0.016], [1.575, 2.564, 0.043], [2.094, 0.319, -0.058], [1.754, -0.929, -0.075], [2.747, -1.893, 0.014], [0.448, -1.309, -0.056], [-0.602, -0.338, -0.055], [-3.846, -1.153, 0.167], [-2.663, -2.181, 1.015], [-2.736, -2.292, -0.789], [-3.512, 0.886, -0.142], [3.654, -1.541, 0.098], [2.650, -2.696, 0.698], [0.142, -2.269, -0.374]], "forces_ev_per_a": [[-1.8, -2.6, -0.7], [1.6, 1.5, 1.0], [-1.7, 1.3, -1.4], [-0.3, -0.7, 0.6], [-0.5, -1.0, -0.6], [2.0, 0.5, -0.4], [-1.2, -1.7, 0.0], [-0.9, 0.7, 0.2], [0.5, 1.9, 1.0], [-1.8, -2.6, 0.7], [-3.3, -2.4, -0.8], [3.4, -0.2, 0.2], [1.0, -0.7, -0.3], [0.3, 0.6, -0.4], [-0.3, 0.8, 1.1], [1.4, 0.5, 0.6], [1.3, 1.1, -0.1], [-0.4, 1.5, -1.3], [1.0, 1.5, 0.6]]}

=====

# 3
{"formula": "C18H19N4O7", "method": "wB97M-V/def2-TZVPD", "gap_ev": 5.699, "charge": -1, "de_lowest_kcal_mol": 3.4, "lumo_energy_ev": 1.3, "e_homo_ev": -4.397, "elements": ["C", "C", "O", "C", "C", "C", "O", "C", "C", "C", "C", "C", "C", "O", "H", "H", "H", "H", "H", "H", "H", "H", "H", "H", "H", "H", "H", "H", "H", "H", "H", "N", "C", "C", "C", "C", "N", "O", "O", "C", "C", "N", "O", "O", "N", "C", "H", "H"], "xyz": [[4.632, -1.768, 1.218], [3.817, -0.629, 0.680], [2.452, -0.967, 1.044], [1.566, 0.015, 0.856], [0.216, -0.383, 1.221], [-0.913, 0.498, 1.368], [-0.883, 1.716, 1.146], [-2.230, -0.095, 1.898], [-2.953, -1.081, 0.994], [-2.542, -2.552, 1.125], [-1.228, -2.929, 0.410], [0.002, -2.946, 1.312], [0.247, -1.636, 2.062], [2.009, 1.112, 0.432], [5.681, -1.626, 0.961], [4.545, -1.807, 2.308], [4.299, -2.722, 0.800], [4.091, 0.327, 1.136], [3.878, -0.552, -0.411], [-2.068, -0.520, 2.897], [-2.899, 0.763, 2.036], [-4.019, -1.024, 1.254], [-2.872, -0.766, -0.054], [-2.493, -2.831, 2.188], [-3.347, -3.150, 0.671], [-1.342, -3.941, -0.009], [-1.055, -2.251, -0.437], [-0.094, -3.755, 2.054], [0.893, -3.165, 0.706], [1.243, -1.710, 2.515], [-0.474, -1.549, 2.883], [-2.824, 3.591, -5.358], [-2.242, 3.250, -4.402], [-1.549, 2.832, -3.224], [-1.483, 3.545, -2.031], [-0.598, 3.153, -0.995], [-0.409, 4.058, 0.111], [-1.299, 4.924, 0.291], [0.600, 3.962, 0.824], [0.103, 1.935, -1.010], [0.075, 1.262, -2.221], [1.013, 0.369, -2.778], [1.905, -0.307, -2.299], [0.791, 0.377, -4.187], [-0.310, 1.180, -4.521], [-0.711, 1.677, -3.332], [-2.086, 4.441, -1.912], [0.866, 1.677, -0.222]], "forces_ev_per_a": [[0.3, -0.2, 0.1], [-0.7, -0.3, 0.2], [1.5, -0.2, -0.4], [-1.2, 1.5, 0.0], [0.8, 0.3, 0.4], [0.9, -0.3, 0.3], [-0.7, -0.3, 0.4], [0.0, 0.8, 0.2], [-0.3, -0.4, 0.2], [0.1, -0.1, -0.5], [-0.1, -0.4, 0.1], [0.1, 0.0, 0.1], [-0.3, -0.5, 0.1], [0.2, -1.2, 1.0], [0.1, 0.0, 0.0], [0.0, -0.1, -0.1], [0.0, 0.1, 0.1], [-0.1, -0.2, -0.2], [0.0, 0.1, 0.2], [-0.1, 0.0, -0.2], [0.3, 0.0, 0.0], [0.1, 0.0, -0.1], [0.0, 0.0, 0.1], [0.0, 0.0, -0.1], [0.1, 0.1, 0.2], [0.0, 0.2, 0.0], [-0.1, -0.1, 0.2], [0.0, 0.0, -0.2], [-0.2, 0.0, 0.1], [-0.5, -0.1, 0.2], [0.1, -0.1, -0.1], [1.1, -0.6, 1.8], [-1.4, 0.9, -1.4], [0.0, -0.1, 0.9], [-0.1, -0.2, -0.8], [0.3, -1.7, -0.8], [0.1, 1.3, 2.0], [1.3, -1.2, -0.3], [-1.7, 0.1, -1.6], [0.1, 2.5, 0.1], [0.4, -1.2, -2.5], [-1.0, 0.9, 0.6], [-0.8, 0.6, -0.9], [-0.4, -0.3, 1.1], [0.4, -0.2, 2.1], [1.1, 0.3, -1.7], [0.3, -0.1, 0.0], [-0.4, 0.4, -0.5]]}

=====

# 4
{"formula": "C4H10N2P2", "method": "wB97M-V/def2-TZVPD", "gap_ev": 8.891, "charge": 0, "de_lowest_kcal_mol": 11.5, "smiles": "CC(C)=NP.N#CP", "lumo_energy_ev": 0.7, "e_homo_ev": -8.225, "elements": ["C", "C", "C", "N", "P", "H", "H", "H", "H", "H", "H", "H", "H", "N", "C", "P", "H", "H"], "xyz": [[1.084, -0.962, -1.337], [0.145, -0.720, -0.170], [0.195, -1.809, 0.900], [-0.719, 0.202, -0.218], [-1.973, 0.643, 0.820], [1.886, -0.191, -1.262], [1.500, -2.039, -1.222], [0.429, -0.744, -2.188], [-0.319, -1.483, 1.744], [1.291, -2.050, 1.127], [-0.374, -2.664, 0.293], [-2.932, 1.017, -0.194], [-1.857, 2.146, 0.923], [1.933, 0.597, 1.484], [1.581, 1.199, 0.542], [0.923, 2.176, -0.746], [1.928, 3.129, -0.744], [-0.101, 2.799, -0.024]], "forces_ev_per_a": [[0.0, -0.6, 0.9], [-0.5, -1.8, 0.9], [1.1, -1.1, -3.1], [0.2, 0.8, -1.3], [-1.2, 1.2, 0.6], [-0.3, -1.0, -0.5], [-0.6, 2.0, -0.7], [0.8, -0.4, -0.3], [-0.9, 0.1, 1.6], [-1.7, 0.0, -0.3], [1.3, 1.3, 1.8], [0.2, -0.6, 0.2], [0.6, -1.4, 0.0], [-0.4, 1.2, -2.0], [1.4, -0.5, 3.5], [-0.5, -0.1, -1.9], [0.3, 0.7, 0.5], [0.2, 0.3, 0.2]]}

=====

# 5
{"formula": "C7H8NO2", "method": "wB97M-V/def2-TZVPD", "gap_ev": 6.514, "charge": -1, "de_lowest_kcal_mol": 2.4, "smiles": "CC/C=C/C=C(/[O-])N=C=O", "lumo_energy_ev": 3.7, "e_homo_ev": -2.862, "elements": ["C", "C", "C", "C", "C", "C", "O", "N", "C", "O", "H", "H", "H", "H", "H", "H", "H", "H"], "xyz": [[-0.993, -0.974, 0.828], [-0.716, -0.349, -0.551], [0.766, -0.086, -0.708], [1.212, 0.969, -0.009], [2.525, 1.633, -0.006], [3.787, 1.103, 0.031], [4.913, 1.634, 0.276], [3.890, -0.356, -0.254], [3.782, -1.512, 0.040], [3.900, -2.673, 0.137], [-1.107, -0.176, 1.521], [-0.158, -1.544, 1.226], [-2.090, -1.456, 0.959], [-1.411, 0.513, -0.544], [-1.200, -1.102, -1.308], [1.370, -0.655, -1.434], [0.623, 1.619, 0.567], [2.525, 2.700, 0.104]], "forces_ev_per_a": [[-2.5, -0.7, 0.5], [-1.7, -2.5, -0.5], [-1.1, 0.7, -0.1], [3.1, 0.4, -1.6], [-0.2, -0.7, -0.1], [2.2, -0.1, 0.4], [-1.8, -0.5, -0.5], [-0.8, -0.8, 0.5], [1.1, 2.7, -1.0], [-0.5, -1.6, 0.5], [0.2, 1.0, 0.8], [-0.3, -0.7, -0.2], [2.5, 0.4, -0.6], [0.8, 0.1, -0.6], [1.3, 1.4, 0.9], [-0.3, 0.4, 0.6], [-1.9, 0.3, 0.6], [-0.1, 0.4, 0.4]]}

=====

# 6
{"formula": "C2H4N2OS2", "method": "wB97M-V/def2-TZVPD", "gap_ev": 8.805, "charge": 0, "de_lowest_kcal_mol": 5.0, "lumo_energy_ev": 0.3, "e_homo_ev": -8.470, "elements": ["C", "C", "H", "H", "H", "H", "N", "N", "O", "S", "S"], "xyz": [[0.798, 1.335, 0.493], [-1.003, -1.332, -0.838], [2.460, 0.280, 0.982], [1.242, -0.544, -0.033], [-2.308, -0.317, 0.352], [-1.844, -2.070, -0.861], [1.489, 0.192, 0.584], [-1.408, -0.210, -0.135], [0.102, -1.426, -1.355], [1.194, 2.763, 1.156], [-0.722, 1.328, -0.345]], "forces_ev_per_a": [[0.1, -0.7, 0.9], [0.3, 0.8, -0.1], [-1.7, -0.3, -0.7], [0.1, -0.8, -0.6], [0.8, 0.5, -0.3], [0.8, -0.1, -0.1], [1.6, 1.1, 1.0], [-0.3, -1.2, -0.3], [-1.4, -0.3, 0.4], [0.5, 0.8, 0.0], [-0.8, 0.3, -0.3]]}